Entry 1:
Formula: C5H10N2O
Source: the Open Molecules 2025 dataset
Level of theory: wB97M-V/def2-TZVPD

Its spin multiplicity is 3. The energy above the lowest of the compared OMol25 structures with the same formula, charge and spin comes out at 3.111 eV. The value obtained for the calculated total energy is -380.94695 Eh. The calculation puts the HOMO-LUMO gap (alpha / beta) at 5.365 / 7.059 eV.

Last column: Mulliken spin population.
Positions of all 18 atoms, in Å:
H 0.8216 2.2115 -1.4355  0.041
H 0.5377 -0.9915 -1.7876  0.009
H 0.3049 -1.0045 1.3503  -0.036
H 0.9241 2.5173 0.3110  0.067
H 2.0071 0.1192 1.5475  0.002
H 1.5098 -2.2800 -0.8816  0.018
C 0.9056 1.6177 -0.4293  -0.004
C -2.4367 0.0522 0.4528  0.046
C 0.6852 -0.6592 0.4924  0.222
N 1.9941 -0.1663 0.6426  0.099
H -2.4853 0.5674 1.4597  0.007
O 2.1426 0.9063 -0.2899  -0.008
H -0.2913 -2.2634 -0.7532  -0.016
H -2.1311 -0.9834 0.3797  0.025
C 0.5959 -1.5343 -0.7482  0.022
H -3.4362 0.0725 -0.1707  0.013
C -0.2146 0.8088 -0.0279  0.609
N -1.4334 1.0098 -0.1122  0.884

Entry 2:
Formula: C26H72N6O7
Source: the Open Molecules 2025 dataset
Level of theory: wB97M-V/def2-TZVPD

Its spin multiplicity is 2. The energy above the lowest of the compared OMol25 structures with the same formula, charge and spin comes out at 0.439 eV. Its net charge is +1. The value obtained for the calculated total energy is -1888.45500 Eh. The calculation puts the HOMO-LUMO gap (alpha / beta) at 7.855 / 1.797 eV.

Last column: Mulliken spin population.
Positions of all 111 atoms, in Å:
H -18.6293 -2.9146 3.7529  0.000
H -16.9882 7.3844 -3.6683  0.000
H -16.7595 -2.9163 -1.3571  0.000
O -18.1834 0.6722 2.3284  0.000
C -22.5558 -3.4780 0.0530  0.000
H -19.5038 -1.3508 1.4504  0.000
H -19.2425 -1.9903 5.2202  0.000
H -20.9284 -1.8675 -1.1867  0.000
N -20.0572 0.7882 -5.6492  0.698
C -19.3965 -2.2670 4.1772  0.000
O -16.9371 -2.2138 -1.9869  0.003
C -13.1243 4.6465 -6.4971  0.000
H -16.3977 1.7273 2.6852  0.000
H -17.6026 -0.0981 4.2065  0.000
H -18.6975 -4.8673 -2.5705  0.000
C -23.4521 -3.8609 2.5013  0.000
N -20.1981 -1.1006 2.1399  0.000
H -19.8184 -7.3962 -1.1311  0.000
C -15.2788 3.1539 -3.9216  -0.003
H -13.6373 5.4245 -7.0624  0.000
C -17.7878 6.8242 -4.1531  0.000
H -20.8021 -2.4440 -5.2859  -0.002
C -14.5262 4.2644 -4.7237  0.002
H -22.4861 -2.4326 0.3536  0.000
H -15.4050 4.1540 -2.1909  0.000
H -23.2743 -2.8189 2.7672  0.000
H -18.6396 7.4906 -4.2892  0.000
C -20.8088 -1.4908 -5.8147  0.009
O -21.4305 -3.7955 -0.7178  0.000
C -19.7547 -0.5572 -5.2385  -0.020
H -20.2815 -5.9872 -1.1938  0.000
H -15.8244 -5.8063 0.2229  0.000
H -17.4249 -1.0342 2.7931  0.000
H -19.9349 5.8816 -3.4942  0.001
H -16.0567 -0.6315 -1.5009  0.001
O -13.8755 3.7214 -5.7985  0.000
H -16.4906 -0.2494 -7.1710  0.003
H -16.9215 -1.1510 -8.6533  0.001
H -17.3403 6.5472 -5.1076  0.000
H -20.8657 -3.4043 1.9769  0.000
H -20.7552 6.1756 -1.1642  0.000
H -15.2231 5.0584 -4.9919  0.000
H -14.5409 2.4284 -3.5793  0.000
H -17.9597 -6.3776 -2.8874  0.000
H -17.5737 -0.3830 -5.2721  -0.006
O -16.8612 -4.0196 0.2319  0.000
H -21.9245 -2.5145 -2.4202  0.000
H -17.8146 3.6501 -1.9027  0.000
H -18.7620 -3.8734 -0.0532  0.000
C -18.1148 -0.3420 3.2758  0.000
H -20.8552 -1.4496 -6.9029  -0.003
H -18.3986 4.1889 -0.5005  0.000
H -23.3597 -3.6194 -0.6695  0.000
N -19.6100 -6.5249 -0.6645  0.000
C -22.4943 -4.3139 1.3346  0.000
H -20.5899 -4.7806 1.2020  0.000
C -19.5405 -0.8807 3.4134  0.000
H -20.2610 -2.9319 -2.3668  0.002
H -12.4895 4.1879 -7.2553  0.000
H -24.5034 -4.0573 2.2906  0.000
H -13.8259 4.6359 -3.9756  0.000
H -15.8910 2.2268 -5.7962  0.000
C -19.9491 5.5275 -0.8202  0.001
H -18.2040 -1.9759 -5.2912  0.013
H -20.1504 -0.1991 4.0063  0.000
C -18.3791 -0.9805 -5.6993  0.160
H -19.2007 -0.3657 -1.4743  0.003
H -17.9773 0.8090 -1.0958  0.001
H -17.0165 3.3401 -5.1781  0.001
C -21.1316 -2.7928 -1.7259  -0.002
H -21.8259 -1.1250 -5.6739  0.000
H -18.0555 0.0672 -2.7290  0.000
C -15.7493 -4.8605 0.7595  0.000
N -21.1892 -4.3578 1.8964  0.000
H -22.6737 -5.3613 1.0920  0.000
O -17.8986 5.7587 -3.2105  0.000
H -16.4641 -1.9223 -7.0987  -0.001
H -19.8831 -0.5786 -4.1563  0.031
C -19.1744 5.1242 -3.3042  0.000
C -16.3134 2.5733 -4.8530  0.003
C -18.2726 -5.9311 -0.7686  0.000
H -20.4534 -0.1771 1.8205  0.000
H -17.6531 -6.7384 -0.3780  0.000
H -19.3244 4.5059 -4.1892  0.001
C -17.9084 -5.5264 -2.2085  0.000
H -16.9879 -4.9493 -2.2963  0.000
N -18.6292 3.6250 -1.3060  0.021
C -18.1578 -0.1073 -1.6579  -0.004
N -16.0355 3.7632 -2.8764  0.008
C -18.1101 -4.7086 0.2030  0.000
C -19.6088 4.4523 -1.9719  0.001
H -16.2088 0.5414 1.4870  0.000
C -16.9990 -1.0607 -1.1603  0.001
H -20.3327 0.8232 -6.6202  0.004
H -19.2179 1.3500 -5.6529  -0.009
H -15.8121 -4.9745 1.8417  0.000
H -20.4877 3.8211 -2.1028  0.001
H -20.2048 4.9854 0.0902  0.000
H -23.3395 -4.5098 3.3699  0.000
H -14.7635 -4.4142 0.6284  0.000
H -18.5013 -4.9286 1.1963  0.000
H -17.1893 1.8118 0.9546  0.000
C -16.9372 1.2610 1.8608  0.000
H -16.6752 4.4586 -3.2331  0.001
H -16.8507 1.8241 -4.2716  -0.003
O -18.3141 -1.0725 -7.0871  0.073
H -12.4302 5.1722 -5.8413  0.000
C -17.0232 -1.1132 -7.5687  0.008
H -16.8000 -1.2734 -0.1099  0.000
H -20.3453 -2.7976 4.0965  0.000
H -19.0963 6.1790 -0.6296  0.000

Entry 3:
Formula: C23H92CsF2NO27S2
Source: the Open Molecules 2025 dataset
Level of theory: wB97M-V/def2-TZVPD

The value obtained for the calculated total energy is -4033.47949 Eh. The calculation puts the HOMO-LUMO gap at 7.976 eV.

Last column: Löwdin charge in e.
Positions of all 148 atoms, in Å:
O -4.0852 -0.5634 -6.0661  -0.120
H 4.1368 -2.4746 -4.2755  0.018
H 2.6384 -4.6149 -1.6187  0.073
C 3.9106 2.2689 1.8035  -0.081
H -2.0819 -1.0140 -6.4510  0.090
C -4.2472 -3.0584 -2.2531  -0.169
H -5.9629 1.6017 -3.2524  0.045
O 3.5298 3.1421 -3.6145  -0.103
H -4.0875 -0.5883 -7.0257  0.071
Cs -2.9052 2.4424 -3.0205  1.067
H 1.0884 3.2619 -5.6957  0.071
H -0.3717 -0.1678 4.0759  0.061
O 0.9246 -1.5312 0.5408  -0.225
H 3.5864 3.1494 1.2488  0.076
O -2.3626 5.8458 1.0688  -0.099
H 3.2734 2.1778 2.6832  0.065
H -0.1134 4.3725 -6.1559  0.080
H -6.4749 1.5960 1.9943  0.088
C 3.7095 -1.8922 4.6495  -0.136
H 1.5872 -3.1586 -1.5551  0.062
O -0.4512 0.3609 -3.2083  -0.220
H 1.1354 -6.9356 -1.2254  0.070
H -3.1977 3.9651 1.3601  0.067
H -4.8899 1.2234 1.3676  0.068
H -4.3809 -2.1192 -1.7163  0.063
C 0.0933 3.3024 -6.1386  -0.134
H 4.9998 -0.5271 -3.2262  0.050
H -3.6463 -4.2775 5.4435  0.073
O 0.4317 -1.9764 4.8943  -0.131
H -5.3313 1.5481 3.9801  0.096
H -2.5743 3.4973 4.1131  0.056
H 6.0329 -1.8588 -2.5989  0.073
H -0.2081 2.0457 -1.0595  -0.034
C 0.3609 -0.6940 -3.6036  -0.129
H -2.0769 -4.7859 5.9420  0.093
C 5.6305 -1.3762 -3.4895  -0.165
C 0.2223 5.6917 -3.2661  -0.142
O -2.2182 -1.2519 0.2069  -0.223
H 1.0726 -5.1978 1.9369  0.062
O 4.6016 -1.1876 -0.4463  -0.132
H 1.1022 -6.7000 3.7044  0.077
C -4.6779 -1.9473 2.4615  -0.141
O 1.0473 4.6024 -3.4446  -0.137
H -1.8259 1.5149 4.5443  0.048
C 2.0909 -3.8756 -2.2033  -0.066
H 6.4644 -1.0016 -4.0832  0.079
H -0.2735 5.8990 -4.2144  0.080
O 2.0345 3.5471 4.7780  -0.103
H -5.3598 2.9184 1.7147  0.076
H 4.8979 2.3801 2.2517  0.086
O -1.5635 2.1596 5.2055  -0.114
H 4.9841 -1.6034 1.5338  0.081
O -0.0842 2.9521 -1.3505  -0.216
F 1.7439 0.1841 -0.8077  -0.167
O 0.2218 -6.3963 3.4717  -0.113
H 0.5661 3.9084 -2.9881  0.037
H -4.6573 -1.3764 1.5332  0.062
H -0.0308 -6.8105 0.4894  0.067
C -6.6874 0.3745 -1.9276  -0.101
H -4.8464 -4.5453 -3.2582  0.083
H 1.6902 3.7586 -0.5276  0.098
H 2.9746 0.6762 1.1771  -0.011
H -7.2478 0.4646 -0.9971  0.083
H 1.9461 1.9692 -3.6868  0.053
O 7.1364 1.2782 0.4580  -0.108
O 5.0076 -2.1515 -4.5180  -0.139
H 0.9079 6.5215 -3.0949  0.093
H -4.2801 -0.3108 3.4388  0.037
O -1.5332 0.6044 1.7883  -0.252
O -0.7842 2.6029 -5.2878  -0.233
H -2.2349 4.1535 -0.0947  0.059
H -5.9770 -0.4515 -1.8936  0.060
H 6.3169 2.5511 -1.0129  0.070
H 4.9172 -3.0131 0.4254  0.086
H 1.1487 -4.6138 3.5026  0.066
H -7.3617 0.0420 -2.7169  0.086
H 0.2938 -0.7745 -4.6886  0.092
H -2.1027 4.2036 5.6293  0.077
C 4.5068 -2.0288 0.6511  -0.162
H -4.1289 -2.8530 2.2040  0.088
H 0.0620 2.8491 -7.1294  0.088
H 6.4946 0.9590 -1.5049  0.064
H -2.1293 6.0928 1.9667  0.077
C 0.4666 -5.1484 2.8415  -0.167
O -5.9349 1.5660 -2.2935  -0.213
C -2.4629 3.2803 5.1755  -0.151
H -2.2735 0.2865 -5.3196  0.025
H -2.6389 -1.3056 -4.7517  0.067
H 0.0031 -1.6091 -3.1315  0.092
H -3.7144 -3.7537 -1.6044  0.081
H 7.9081 2.0774 -1.3516  0.080
H -2.7528 -2.2801 4.6538  0.053
H -0.5327 0.5054 -2.2627  -0.021
H 1.4942 -4.4293 -2.9282  0.081
H 4.5434 -0.2773 -0.1470  0.026
H 0.8262 2.9271 3.2882  0.064
H 1.7213 4.3234 2.9672  0.072
H -0.3997 -4.5024 2.6990  0.083
H 1.3956 -0.4664 -3.3475  0.072
C -2.3001 4.4337 0.9566  -0.153
H 3.4125 -2.3415 -2.3588  0.043
H -1.4403 -6.3519 -0.4029  0.087
H 0.2820 4.5330 3.9674  0.075
O 1.3613 0.7443 1.3703  -0.251
H 0.0218 -1.3421 2.8809  0.054
H 1.3106 -0.4630 3.8107  0.071
S -1.6202 0.0219 0.4371  0.458
C -0.3578 -6.2277 -0.3717  -0.161
C 0.3416 -0.9606 3.8506  -0.086
O -4.7222 1.5867 3.2391  -0.122
C 1.1190 3.8683 3.7534  -0.181
H 1.9813 -2.7104 5.0599  0.001
O 3.1437 -3.0818 -2.9076  -0.160
S 0.7184 -0.0963 0.3995  0.620
C -2.5872 -4.1475 5.2209  -0.138
N -0.5698 0.5379 -0.5185  -0.288
F -2.7318 0.9941 -0.2710  -0.290
H -5.7067 -2.1118 2.7818  0.085
C -5.4249 1.8834 2.0505  -0.132
C -2.7077 -0.6639 -5.6301  -0.135
H 3.3683 1.1625 -3.1627  0.071
H 3.4731 -2.2653 0.9033  0.064
H -3.4783 3.1558 5.5515  0.068
O -3.9640 -1.2170 3.4211  -0.129
H -2.6561 -4.5330 4.2037  0.073
O -5.2812 -3.8427 -2.7695  -0.111
H 4.7662 -2.0724 4.4523  0.076
H 2.8301 3.7929 -3.5224  0.035
H 3.0764 1.6493 -4.9538  0.091
H 3.3365 -1.3263 3.7958  0.043
H 0.0864 -5.2753 -0.0825  0.058
H -0.4231 -2.3937 5.0236  0.030
C 0.6202 3.6732 -0.3384  -0.105
C 6.9941 1.7062 -0.8881  -0.154
H 0.3857 3.1247 0.5738  0.069
O 3.8602 1.0219 1.0440  -0.162
H 0.1421 4.6426 -0.1976  0.077
H 1.5073 3.2316 5.5157  0.076
C 3.0136 1.8901 -3.8926  -0.175
H 6.3250 0.8081 0.6630  0.038
O -2.1289 -2.8200 5.1446  -0.118
O 0.2471 -6.7587 -1.5437  -0.123
O 2.8533 -3.0558 4.8553  -0.146
H 3.5391 -1.1597 5.4386  0.076
H -0.3137 1.8370 -4.9504  0.032
H -3.5805 -2.8538 -3.0908  0.066
H -1.4550 4.0426 1.5232  0.074
H -0.3844 5.5812 -2.3674  0.082